[1]
16
Properties=species:S:1:pos:R:3:forces:R:3:nbo_charge:R:1 method="wB97M-V/def2-TZVPD" homo_ev=-10.30 e_above_lowest_kj_mol=90.55 smiles="CC(=O)CO.C" lumo_energy_ev=0.9 homo_lumo_gap_ev=11.17 energy_ha=-308.86367
C -1.386098 -1.213488 -0.485724 -0.056 -0.089 -0.014 -0.723
C -0.178656 -0.902606 0.343829 -0.050 -0.196 0.356 0.595
C -0.132390 1.988409 0.094874 0.020 0.198 -0.011 -0.873
O -0.252209 -0.793196 1.554294 -0.099 -0.075 -0.428 -0.570
C 1.210848 -0.765204 -0.275459 -0.155 -0.171 -0.082 -0.182
O 2.036098 -0.167875 0.681074 0.065 -0.326 0.302 -0.715
H -1.191222 -2.080779 -1.122705 -0.049 0.063 0.009 0.235
H -2.215010 -1.416430 0.194158 0.046 -0.030 -0.177 0.243
H -1.649418 -0.371089 -1.134842 0.148 -0.126 0.103 0.243
H -0.582000 1.631317 -0.838463 0.155 0.090 0.172 0.194
H -0.880430 1.948270 0.890930 0.136 0.079 -0.112 0.218
H 0.215203 3.008186 -0.051983 -0.184 0.132 -0.009 0.219
H 1.508330 -0.292529 1.506401 0.525 0.172 -0.216 0.489
H 1.562870 -1.779302 -0.520109 -0.099 0.011 -0.049 0.195
H 1.192118 -0.190842 -1.212501 -0.057 -0.057 0.265 0.197
H 0.741970 1.397151 0.376227 -0.346 0.325 -0.108 0.234

=====

[2]
14
Properties=species:S:1:pos:R:3:forces:R:3:nbo_charge:R:1 method="wB97M-V/def2-TZVPD" homo_ev=-10.35 e_above_lowest_kj_mol=119.10 smiles=CN[Si@@](C)(Cl)C#N lumo_energy_ev=0.6 homo_lumo_gap_ev=10.94 energy_ha=-977.76847
C -1.867013 -1.556791 -0.152775 1.706 2.726 0.086 -0.128
C 1.622218 0.324554 -1.227167 -0.475 2.398 -1.222 -0.383
C -0.116411 0.031922 1.830040 -0.977 -2.862 -2.230 -1.112
N -2.268024 -2.615822 -0.309947 -0.478 -0.950 -0.101 -0.354
N 0.232251 0.715428 -1.049885 -0.178 0.231 -1.136 -1.087
Si -0.875149 0.216352 0.110627 -1.181 -1.299 0.994 1.681
Cl -2.453894 1.542435 0.138044 0.245 -0.184 -0.137 -0.364
H 2.015312 0.210261 -0.273146 1.583 0.444 1.588 0.194
H 1.665014 -0.614595 -1.637687 0.314 -2.342 -1.405 0.183
H 2.109945 1.071734 -1.967892 -0.365 -1.180 1.781 0.201
H -0.749637 0.434116 2.534890 -1.143 1.536 1.585 0.256
H -0.148761 -1.043819 2.097505 0.086 0.284 -0.387 0.258
H 0.882085 0.297724 1.888765 1.849 1.032 0.286 0.242
H -0.047932 0.986500 -1.981377 -0.987 0.166 0.300 0.410

=====

[3]
21
Properties=species:S:1:pos:R:3:forces:R:3:nbo_charge:R:1 method="wB97M-V/def2-TZVPD" homo_ev=-8.01 e_above_lowest_kj_mol=164.87 smiles="CC(C)=C/C=C1/C=CC=N1" lumo_energy_ev=-0.6 homo_lumo_gap_ev=7.40 energy_ha=-404.18726
C 3.588319 0.072022 0.038008 1.988 1.236 0.636 -0.300
C 2.803492 -0.990779 -0.079635 -1.832 -0.232 1.091 -0.212
C 2.735998 1.254219 0.159302 -1.540 -0.414 -1.298 0.044
C 1.386897 -0.497634 0.098214 1.367 -1.056 -0.549 0.058
C 0.287257 -1.317059 0.203857 1.246 0.398 -1.310 -0.100
C -1.114605 -1.123403 0.161015 -3.001 1.726 2.097 -0.319
C -1.854943 0.081401 0.064059 0.623 -3.695 -0.574 0.196
C -1.233470 1.301857 -0.490905 -2.052 -1.136 -1.022 -0.703
C -3.374620 -0.094262 0.192025 1.185 0.634 1.078 -0.657
N 1.476093 0.867610 0.134399 0.231 2.044 0.527 -0.476
H 4.678471 0.069748 0.216574 -0.713 -0.014 -0.619 0.219
H 3.116482 -2.005050 -0.079407 0.117 -0.700 -0.102 0.212
H 2.955924 2.342689 -0.034392 0.054 -1.375 0.762 0.205
H 0.575927 -2.351132 0.156377 0.083 -0.464 0.147 0.209
H -1.769059 -1.981574 0.538401 1.249 0.968 -0.773 0.205
H -0.466562 1.560756 0.095553 2.951 0.981 2.467 0.286
H -1.821845 2.167067 -0.558933 -1.432 0.920 -0.322 0.212
H -0.704635 1.131194 -1.412656 -0.096 -0.333 -0.653 0.245
H -3.808497 0.828370 0.568946 -0.362 0.078 -0.475 0.220
H -3.774413 -0.912902 0.794550 0.794 0.016 0.489 0.222
H -3.682214 -0.403133 -0.765343 -0.859 0.416 -1.595 0.233